28
Properties=species:S:1:pos:R:3:mulliken_charge:R:1 method="wB97M-V/def2-TZVPD" total_energy_ha=-3208.186446 lumo_ev="0.23 / -3.35" homo_ev="-8.14 / -8.06" spin_multiplicity=5 gap_ev="8.4 / 4.7"
C -0.63 -0.15 -2.17 -0.4116
C 0.46 0.74 -2.11 -0.2015
C 1.60 -0.04 -1.68 -0.5430
H 0.48 1.82 -2.29 0.2991
C 1.17 -1.40 -1.42 -0.3564
C -0.20 -1.46 -1.73 -0.3735
H -0.84 -2.34 -1.63 0.3517
H -1.65 0.12 -2.48 0.5159
H 2.65 0.34 -1.62 0.6067
H 1.82 -2.18 -1.00 0.3000
Pd 0.13 -0.05 0.01 0.7019
Br -2.24 0.71 0.63 -0.1565
C -5.03 -0.99 2.42 -0.2696
C -5.07 -2.21 1.68 -0.4618
C -5.59 -1.92 0.38 -0.3294
H -4.76 -3.20 2.05 0.3677
C -5.88 -0.53 0.32 -0.2948
C -5.53 0.05 1.58 -0.5092
H -5.63 1.11 1.86 0.3929
H -4.69 -0.87 3.46 0.3653
H -5.75 -2.65 -0.43 0.3878
H -6.29 0.01 -0.54 0.3516
B 4.56 1.33 0.39 -0.2038
C 3.16 0.95 0.38 0.1796
N 2.02 0.66 0.39 -0.5073
H 4.71 2.33 1.12 -0.0586
H 5.07 1.63 -0.71 -0.0780
H 5.29 0.44 0.87 -0.0652